{
  "formula": "C32H64N17S2V",
  "method": "ωB97M-V/def2-TZVPD",
  "elements": ["V", "C", "N", "C", "C", "N", "C", "C", "N", "C", "C", "N", "C", "N", "C", "C", "N", "C", "C", "C", "C", "N", "C", "N", "C", "C", "N", "C", "C", "N", "C", "C", "H", "H", "H", "H", "H", "H", "H", "H", "H", "H", "H", "H", "H", "H", "H", "H", "H", "H", "H", "H", "H", "H", "H", "H", "H", "H", "H", "H", "H", "H", "H", "H", "H", "H", "H", "H", "H", "H", "H", "H", "H", "H", "H", "H", "H", "H", "H", "H", "N", "C", "C", "N", "C", "C", "N", "C", "S", "H", "H", "H", "H", "H", "H", "N", "N", "H", "H", "H", "H", "N", "C", "S", "C", "C", "C", "N", "C", "C", "H", "H", "H", "H", "H", "H"],
  "coordinates": [[-0.72588, -0.71228, -0.36810], [-1.03248, -1.32446, 4.98634], [-1.52519, 0.01999, 4.66429], [-1.84280, 0.77683, 5.88983], [-1.82386, 0.54888, 3.47195], [-2.13534, -0.20207, 2.37253], [-2.57640, -1.60389, 2.52980], [-3.17069, -2.19257, 1.27756], [-2.20709, -2.40889, 0.16920], [-3.02271, -2.69707, -1.04628], [-2.30231, -2.23621, -2.29391], [-1.83867, -0.88376, -2.01333], [-2.31105, 0.16648, -2.66695], [-2.69591, 0.12709, -3.95128], [-2.09582, -0.77499, -4.92823], [-3.72226, 1.01920, -4.48676], [-2.32015, 1.36116, -1.99766], [-3.02028, 1.65238, -0.72488], [-1.95060, 2.58834, -2.69846], [-1.30698, -3.56836, 0.43716], [0.04620, -3.13777, 0.96353], [0.59577, -2.05974, 0.11786], [1.93576, -2.18275, -0.16143], [2.41904, -3.33520, -0.65299], [1.60495, -4.25926, -1.42815], [3.74903, -3.84147, -0.30499], [2.76672, -1.16222, 0.03133], [3.99868, -0.98175, -0.73694], [2.56477, -0.15878, 1.06693], [-1.83560, 1.89143, 3.38998], [-2.84710, 2.63940, 2.66266], [-0.76957, 2.69716, 3.98015], [-0.38366, -1.23720, 5.85601], [-0.45707, -1.81454, 4.20851], [-1.87257, -1.96042, 5.27102], [-2.32242, 0.09366, 6.58887], [-2.52368, 1.59189, 5.67000], [-0.93636, 1.16835, 6.35039], [-3.33812, -1.63234, 3.30987], [-1.75602, -2.23669, 2.84901], [-3.97268, -1.56215, 0.90709], [-3.62256, -3.15231, 1.55114], [-3.94576, -2.12446, -0.97206], [-3.28978, -3.75655, -1.08798], [-3.00039, -2.28420, -3.12897], [-1.45511, -2.88557, -2.54098], [-1.20674, -1.23982, -4.51089], [-1.80553, -0.19354, -5.80418], [-2.79644, -1.54619, -5.25128], [-4.25657, 1.51031, -3.67893], [-4.43662, 0.42514, -5.05627], [-3.29107, 1.77013, -5.15030], [-3.90402, 0.60994, 0.79435], [-4.06308, 1.90423, -0.94034], [-2.52500, 2.55812, -0.36081], [-1.43447, 2.34204, -3.62262], [-1.26573, 3.14823, -2.05821], [-2.80965, 3.22209, -2.92972], [-1.16010, -4.08815, -0.50975], [-1.78757, -4.27477, 1.12150], [0.70825, -4.00535, 0.98161], [-0.00173, -2.78934, 1.99729], [0.72105, -3.75131, -1.80425], [1.30003, -5.12692, -0.83812], [2.19312, -4.61833, -2.27276], [4.13821, -3.29296, 0.54719], [4.44309, -3.77667, -1.14266], [3.64538, -4.88839, -0.01917], [3.95953, -1.53434, -1.67096], [4.88182, -1.27729, -0.16989], [4.08542, 0.07821, -0.97465], [1.70650, -0.41755, 1.67518], [2.40732, 0.83028, 0.63057], [3.45992, -0.13224, 1.69122], [-3.70616, 2.00858, 2.45318], [-2.45042, 3.06032, 1.73648], [-3.18283, 3.46168, 3.29569], [-0.00053, 2.05002, 4.39299], [-1.15326, 3.35156, 4.76383], [-0.31659, 3.30248, 3.19189], [-3.04550, 0.61081, 0.26480], [-1.85802, 0.30375, 1.03500], [0.22247, 5.26926, -0.13577], [1.57921, 4.97503, 0.28017], [2.56407, 5.94300, 0.40709], [3.67162, 5.30197, 0.82393], [3.31161, 3.97125, 0.92915], [2.01386, 3.73248, 0.60190], [-0.43623, 1.22712, 0.74186], [-0.22215, 6.02665, 0.50893], [-0.34994, 4.34617, -0.05518], [0.19878, 5.62832, -1.16506], [2.39050, 6.98458, 0.20158], [4.65498, 5.66999, 1.05554], [3.93539, 3.25247, 1.24841], [1.72575, -3.29795, 3.89504], [2.73724, -2.51261, 3.25172], [1.99457, -3.53071, 4.84733], [1.66123, -4.17923, 3.40009], [3.66368, -2.77719, 3.57681], [2.59439, -1.55738, 3.55531], [4.09052, 2.03614, -5.17848], [4.04290, 0.92118, -4.44868], [5.23261, -0.19660, -4.31688], [2.81140, 0.71630, -3.62712], [2.40039, 1.64772, -2.68422], [1.38841, 1.31619, -1.79359], [0.75641, 0.13796, -1.81915], [1.10958, -0.72445, -2.78791], [2.11757, -0.49159, -3.69283], [4.92142, 2.23026, -5.71767], [3.30463, 2.65760, -5.27008], [2.90187, 2.60167, -2.58084], [1.12267, 2.02233, -1.01433], [0.57494, -1.66694, -2.81307], [2.39560, -1.24807, -4.41370]],
  "mulliken_spin": [1.18, 0.00, 0.00, 0.00, 0.01, 0.00, 0.02, 0.01, -0.01, 0.01, 0.04, -0.08, 0.03, 0.00, 0.00, 0.00, 0.01, -0.02, 0.00, 0.04, 0.04, -0.03, 0.01, 0.00, 0.00, 0.00, 0.00, 0.00, 0.01, -0.01, -0.01, 0.00, 0.00, 0.00, 0.00, 0.00, 0.00, 0.00, 0.00, -0.01, 0.00, 0.00, 0.00, 0.00, 0.00, -0.01, 0.00, 0.00, 0.00, 0.00, 0.00, 0.00, 0.00, 0.00, 0.00, 0.00, 0.00, 0.00, 0.00, 0.00, 0.00, -0.05, 0.00, 0.00, 0.00, 0.00, 0.00, 0.00, 0.00, 0.00, 0.00, -0.01, 0.00, 0.00, 0.00, 0.00, 0.00, 0.00, 0.00, 0.00, -0.03, -0.10, 0.00, 0.00, 0.00, 0.00, 0.00, 0.00, -0.08, 0.00, 0.00, 0.00, 0.00, 0.00, 0.00, 0.00, 0.00, 0.00, 0.00, 0.00, 0.00, 0.00, 0.00, 0.00, 0.00, 0.00, 0.05, -0.05, 0.07, 0.00, 0.00, 0.00, 0.00, -0.01, -0.01, 0.00],
  "e_lumo_ev": [-7.23, -6.95],
  "homo_energy_ev": [-14.59, -14.59],
  "total_charge": 3,
  "homo_lumo_gap_ev": [7.3596, 7.6316],
  "e_above_lowest_kcal_mol": 0.00,
  "multiplicity": 2
}

---

{
  "formula": "C32H64O17",
  "method": "ωB97M-V/def2-TZVPD",
  "elements": ["C", "O", "C", "O", "O", "C", "H", "H", "H", "H", "H", "H", "C", "O", "C", "O", "O", "C", "H", "H", "H", "H", "H", "H", "C", "O", "C", "O", "O", "C", "H", "H", "H", "H", "H", "H", "C", "O", "C", "O", "O", "C", "H", "H", "H", "H", "H", "H", "C", "C", "C", "O", "C", "H", "H", "H", "H", "H", "H", "H", "H", "C", "C", "C", "O", "C", "H", "H", "H", "H", "H", "H", "H", "H", "C", "C", "C", "O", "C", "H", "H", "H", "H", "H", "H", "H", "H", "C", "C", "C", "O", "C", "H", "H", "H", "H", "H", "H", "H", "H", "C", "C", "C", "O", "C", "H", "H", "H", "H", "H", "H", "H", "H"],
  "coordinates": [[-22.21365, 3.39512, -13.96366], [-22.96458, 3.78747, -15.17679], [-23.08820, 2.89457, -16.19452], [-23.73934, 3.16540, -17.14979], [-22.32896, 1.80600, -15.98473], [-22.56487, 0.82643, -17.05040], [-21.99313, 4.31863, -13.46904], [-21.27681, 2.86250, -14.18336], [-22.81408, 2.77236, -13.30913], [-21.99141, -0.07037, -16.75998], [-22.25110, 1.11187, -17.99866], [-23.63050, 0.70501, -17.08770], [-14.32883, 1.03179, -11.67586], [-14.89470, 1.92874, -12.68820], [-16.20194, 1.74711, -12.90123], [-16.94097, 1.02441, -12.34405], [-16.49795, 2.59493, -13.90521], [-17.74425, 2.31624, -14.62270], [-13.28375, 1.50437, -11.55461], [-14.24928, 0.05413, -12.12488], [-14.85012, 1.11268, -10.73326], [-17.68998, 2.98095, -15.45958], [-18.60546, 2.47623, -13.95861], [-17.82361, 1.23624, -14.74359], [-13.82045, 4.45160, -14.10604], [-13.72094, 5.84610, -14.42429], [-14.32069, 6.29677, -15.54855], [-14.80204, 5.55021, -16.41466], [-14.46387, 7.62323, -15.57421], [-15.07983, 8.15280, -16.78702], [-13.08970, 3.85836, -14.65630], [-14.85081, 4.04564, -14.25183], [-13.53516, 4.40531, -13.04049], [-16.16305, 8.10155, -16.70896], [-14.74027, 7.55119, -17.58869], [-14.67013, 9.13891, -16.85141], [-15.32375, 6.54185, -10.48833], [-15.95160, 5.68566, -9.58215], [-15.44536, 4.44488, -9.48566], [-14.62807, 3.95577, -10.22310], [-15.98311, 3.82052, -8.38079], [-15.51694, 2.49392, -8.06169], [-14.40436, 6.92784, -10.10465], [-16.04268, 7.39895, -10.62907], [-15.11562, 6.08869, -11.48079], [-16.38638, 1.83351, -8.03295], [-14.87943, 2.49927, -7.14485], [-14.85256, 2.22259, -8.89269], [-16.86421, 11.28956, -12.76549], [-18.28110, 11.69355, -13.14495], [-18.72601, 10.44026, -13.92064], [-18.05211, 9.29607, -13.24078], [-16.97471, 9.77051, -12.45069], [-16.44567, 11.88398, -11.93903], [-16.12271, 11.49409, -13.52652], [-18.37989, 12.50400, -13.83953], [-18.90038, 11.88722, -12.27275], [-18.38186, 10.42403, -14.96475], [-19.78548, 10.31581, -13.84193], [-16.08419, 9.16193, -12.69643], [-17.20542, 9.65652, -11.42105], [-20.56479, 5.58520, -18.98622], [-20.05199, 6.97183, -19.31303], [-19.53724, 7.43300, -17.98104], [-20.52189, 6.91697, -16.99883], [-21.07581, 5.74359, -17.54699], [-19.77389, 4.86433, -19.05753], [-21.34783, 5.17556, -19.61449], [-20.82648, 7.67012, -19.68034], [-19.29771, 6.82754, -20.07354], [-19.62503, 8.50435, -17.87490], [-18.51609, 7.13156, -17.65617], [-22.14489, 5.84606, -17.47659], [-21.02724, 4.83120, -16.93795], [-21.76334, 7.55227, -11.14658], [-22.71891, 7.24191, -12.33284], [-22.08775, 8.13406, -13.43840], [-21.88851, 9.35409, -12.70669], [-21.45955, 9.06894, -11.40843], [-20.94012, 6.91131, -11.17147], [-22.36486, 7.35630, -10.20758], [-23.78796, 7.61039, -12.22913], [-22.73692, 6.21491, -12.62630], [-22.75668, 8.29017, -14.23723], [-21.15901, 7.77053, -13.82851], [-22.06156, 9.74555, -10.69091], [-20.41014, 9.31008, -11.30463], [-17.17647, 6.03829, -13.31445], [-18.00207, 5.89731, -14.64406], [-19.35285, 5.37943, -14.10647], [-19.19015, 5.15371, -12.69700], [-18.21836, 5.99115, -12.20838], [-16.66555, 6.96265, -13.40477], [-16.56935, 5.14786, -13.37116], [-17.59519, 5.12663, -15.29188], [-18.14259, 6.81874, -15.16199], [-19.69533, 4.41481, -14.51978], [-20.13062, 6.12167, -14.24861], [-17.71499, 5.58252, -11.32189], [-18.53090, 7.01428, -11.95947], [-19.21872, 2.55898, -10.28196], [-19.25067, 1.31309, -9.37092], [-19.70611, 0.27411, -10.40993], [-20.62510, 0.95910, -11.22105], [-20.33279, 2.32166, -11.30905], [-18.25579, 2.68999, -10.85067], [-19.46438, 3.44055, -9.67487], [-19.97087, 1.50158, -8.55908], [-18.26673, 0.99706, -9.04270], [-20.22156, -0.61404, -9.99215], [-18.93122, -0.16044, -10.99868], [-21.26137, 2.88572, -11.11854], [-19.92008, 2.54494, -12.30694]],
  "lowdin_charge": [-0.02, -0.01, -0.63, 0.14, -0.02, 0.00, 0.06, 0.08, 0.10, 0.11, 0.07, 0.09, -0.01, -0.03, -0.63, 0.16, -0.04, 0.01, 0.13, 0.09, 0.06, 0.09, 0.07, 0.10, -0.04, -0.02, -0.57, 0.07, -0.01, 0.00, 0.10, 0.08, 0.10, 0.09, 0.08, 0.09, -0.06, -0.01, -0.54, 0.12, -0.02, -0.02, 0.09, 0.11, 0.09, 0.08, 0.11, 0.06, -0.16, -0.15, -0.14, -0.18, -0.21, 0.11, 0.10, 0.10, 0.11, 0.12, 0.09, 0.12, 0.09, -0.16, -0.17, -0.17, -0.14, -0.22, 0.10, 0.11, 0.13, 0.11, 0.11, 0.12, 0.11, 0.10, -0.13, -0.14, -0.17, -0.16, -0.21, 0.06, 0.12, 0.13, 0.07, 0.11, 0.09, 0.14, 0.09, -0.13, -0.10, -0.17, -0.13, -0.23, 0.08, 0.09, 0.09, 0.09, 0.09, 0.09, 0.11, 0.12, -0.16, -0.13, -0.21, -0.14, -0.22, 0.11, 0.11, 0.12, 0.09, 0.12, 0.09, 0.13, 0.08],
  "e_lumo_ev": 0.62,
  "homo_energy_ev": -9.18,
  "smiles": "COC(=O)OC.COC(=O)OC.COC(=O)OC.COC(=O)OC.C1CCOC1.C1CCOC1.C1CCOC1.C1CCOC1.C1CCOC1",
  "homo_lumo_gap_ev": 9.8031,
  "e_above_lowest_kcal_mol": 38.97
}

---

Looking at max |F| for the records above, in order, we have 0.0079; 0.0718 hartree/bohr.